Entry 1:
DFT (ωB97M-V/def2-TZVPD) results for C49H38F5IrN3O5PS as an isolated structure.

Output
Charge ... 0
HOMO-LUMO gap ... 7.317 eV

XYZ file:
```
103
Properties=species:S:1:pos:R:3:lowdin_charge:R:1
Ir 0.28 0.17 0.08 1.192
S -1.10 2.94 1.22 0.655
P -1.57 -0.24 -1.29 1.008
F -2.67 -4.99 5.24 0.102
F -1.35 -2.93 6.46 0.109
F -2.62 -5.17 2.52 0.107
F -0.03 -1.09 5.00 0.092
F -1.29 -3.35 1.05 0.089
O -0.26 3.10 2.38 -0.289
O -2.38 2.34 1.43 -0.274
O 0.44 2.72 -2.14 0.101
O 1.59 -3.48 -1.64 0.004
O 0.00 -1.25 2.26 -0.179
N 1.03 -1.89 -0.15 0.044
N -0.27 2.18 0.01 -0.223
N 1.29 0.78 1.80 -0.040
C 2.73 -2.88 1.68 -0.339
C 2.63 -3.55 -0.69 -0.105
C -1.49 0.97 -3.80 -0.090
C -4.34 -0.34 -0.88 -0.092
C -0.07 3.01 -1.10 -0.497
C -1.77 -4.25 -3.48 -0.048
C -0.64 4.38 -0.83 -0.140
C -5.37 -0.85 1.22 -0.066
C 4.90 2.91 2.13 -0.073
C -2.01 1.02 -2.51 -0.353
C 3.11 1.01 -0.58 -0.171
C -2.73 -3.26 -3.72 -0.047
C 2.94 1.94 3.10 -0.021
C 4.53 2.38 0.91 -0.033
C -1.30 -3.22 2.39 -0.154
C -1.55 -1.79 -2.20 -0.276
C -0.62 5.46 -1.69 0.003
C 2.58 1.42 1.87 -0.219
C -2.48 3.09 -4.30 -0.069
C 4.13 0.34 -2.71 -0.086
C -1.25 4.48 0.39 -0.219
C -1.23 6.63 -1.28 -0.056
C -0.61 -2.14 2.97 -0.323
C -2.77 2.12 -2.12 -0.096
C 1.78 0.11 -2.39 -0.118
C -2.02 -4.07 4.51 -0.157
C -0.67 -2.09 4.37 -0.134
C -0.56 -2.75 -1.99 -0.108
C -1.87 5.63 0.83 -0.022
C 1.87 0.56 -1.07 -0.238
C -2.61 -2.05 -3.08 -0.073
C 2.89 -0.01 -3.21 -0.072
C -3.08 -0.41 -0.28 -0.326
C -4.13 -0.90 1.82 -0.050
C -1.73 2.00 -4.69 -0.063
C 3.98 -3.78 1.58 -0.078
C -1.98 -4.16 3.13 -0.149
C -5.48 -0.56 -0.13 -0.067
C 4.22 0.84 -1.43 -0.052
C -0.71 -3.99 -2.64 -0.002
C -3.00 3.15 -3.01 -0.064
C 4.11 2.67 3.25 -0.071
C 3.38 1.59 0.74 -0.112
C 3.08 -1.88 2.76 -0.054
C -2.98 -0.68 1.07 -0.093
C -1.85 6.72 -0.03 -0.061
C 0.68 -2.62 -1.16 -0.293
C 2.42 -2.35 0.25 -0.185
C -1.34 -3.03 5.13 -0.149
H -2.02 -0.73 1.56 0.069
H 4.81 -3.23 1.15 0.095
H 5.13 2.62 0.05 0.104
H 3.19 -2.41 3.71 0.092
H 2.49 -4.49 -0.16 0.121
H 1.14 -0.06 2.40 0.055
H 4.38 3.06 4.22 0.104
H 1.88 -3.48 2.00 0.144
H -2.67 3.90 -4.99 0.105
H 4.03 -1.39 2.54 0.094
H -4.44 -0.10 -1.93 0.098
H -0.14 5.37 -2.66 0.125
H -3.34 -1.28 -3.25 0.100
H -3.16 2.17 -1.11 0.107
H -4.03 -1.12 2.88 0.113
H 0.66 1.49 2.18 0.053
H 0.03 -4.76 -2.48 0.121
H -1.32 1.95 -5.69 0.107
H 3.85 -4.70 1.01 0.065
H -1.85 -5.21 -3.96 0.109
H -0.88 0.12 -4.11 0.106
H -3.58 4.01 -2.70 0.111
H 2.33 -1.14 2.92 0.035
H -6.27 -1.03 1.81 0.105
H 2.29 1.78 3.94 0.127
H 2.78 -0.37 -4.22 0.105
H -3.55 -3.45 -4.39 0.110
H 5.79 3.51 2.21 0.102
H 3.10 -1.53 0.00 0.141
H 5.02 0.23 -3.30 0.100
H 4.27 -4.08 2.58 0.086
H 0.80 -0.15 -2.79 0.065
H -2.33 7.64 0.26 0.107
H 5.21 1.09 -1.05 0.100
H -1.23 7.50 -1.93 0.106
H 3.59 -3.55 -1.21 0.144
H -2.35 5.68 1.79 0.124
H -6.45 -0.51 -0.61 0.104
```



Entry 2:
DFT (ωB97M-V/def2-TZVPD) results for C19H30HoNO2P2 as an isolated structure at a distorted geometry.

Output
Charge ... 0
HOMO-LUMO gap (alpha / beta) ... 4.853 / 4.106 eV
Multiplicity ... 5

XYZ file:
```
55
Properties=species:S:1:pos:R:3:mulliken_spin:R:1
Ho 0.19 -0.62 -0.52 3.268
P -2.41 -0.70 -1.17 -0.022
P 2.15 1.41 -0.13 -0.044
O -0.56 -3.13 -3.32 0.002
O 0.15 -2.88 -0.85 -0.022
N 0.05 0.85 -2.36 -0.002
C -0.89 1.01 -4.55 0.000
C -0.11 -0.28 1.76 -0.068
C 1.64 2.58 -1.48 0.006
C 0.09 -0.82 4.32 -0.109
C -3.83 0.40 -1.20 -0.005
C 2.57 2.66 1.13 0.001
C -3.20 -2.32 -1.14 -0.001
C 1.15 -1.38 5.09 0.119
C 0.80 1.95 -2.58 -0.031
C -1.01 -0.16 6.42 -0.024
C -1.81 -0.65 -2.91 -0.007
C -0.04 2.07 -4.83 -0.007
C 0.79 2.58 -3.82 0.009
C -1.02 -0.27 5.03 0.085
C 0.09 -0.64 7.13 0.059
C 1.16 -1.28 6.48 -0.031
C 3.84 0.99 -0.71 0.001
C 0.15 -0.78 2.90 0.577
C -0.85 0.43 -3.29 0.002
H 4.30 0.33 0.04 -0.002
H 1.09 3.40 -0.98 0.005
H -1.56 0.60 -5.31 0.000
H 2.55 3.02 -1.93 -0.004
H 1.95 -1.90 4.57 0.009
H 3.52 3.18 0.91 0.000
H 1.76 3.40 1.19 0.004
H -3.52 1.38 -1.59 0.001
H 0.10 -0.57 8.23 0.005
H -1.88 0.26 6.95 -0.002
H -4.17 0.48 -0.16 0.002
H 1.48 -2.28 -0.94 0.010
H 3.76 0.47 -1.67 -0.001
H -0.72 0.64 1.49 0.218
H 0.18 -3.19 -4.00 -0.001
H -3.56 -2.45 -0.11 0.001
H -4.62 -0.02 -1.83 -0.001
H -2.73 -0.52 -3.51 -0.002
H -0.15 -3.23 -2.39 0.003
H 1.98 -1.71 7.06 -0.002
H 1.43 3.44 -3.98 0.002
H 2.11 -1.78 -0.90 -0.013
H -2.49 -3.11 -1.41 -0.002
H 4.46 1.89 -0.81 0.000
H -1.40 -1.73 -3.16 -0.004
H -1.92 0.04 4.49 0.015
H 2.68 2.16 2.10 -0.001
H -4.05 -2.34 -1.84 0.000
H 0.33 -3.43 -0.07 0.005
H -0.02 2.53 -5.81 -0.002
```